No. 1
C5H16BF4O3Ti | wB97M-V/def2-TZVPD

Each line ends with the natural charge from an NBO analysis.
Element x y z (Å)
Ti1 -0.37377 -0.13028 -0.63243  0.7765
B1 -0.95529 -0.35652 -3.17965  1.3036
F1 -1.77783 -0.56689 -4.24102  -0.5292
F2 -1.32334 0.71351 -2.46980  -0.5437
F3 -0.72772 -1.45243 -2.37134  -0.5376
F4 0.36855 0.08542 -3.56955  -0.5807
C1 -2.66337 -0.05752 1.63293  -0.2395
O1 -2.45422 -0.27756 0.21011  -0.7730
H1 -1.82368 0.54476 1.97974  0.1973
H2 -3.60543 0.48950 1.67022  0.1839
H3 -2.72139 -1.03834 2.10486  0.1818
H4 -3.20362 -0.68865 -0.22693  0.4887
C2 0.87558 -3.45028 0.91206  -0.6444
C3 1.57654 -2.04516 0.64779  -0.0730
O2 0.80588 -1.06170 1.30358  -0.7303
H5 1.32184 -3.71351 1.87105  0.1894
H6 1.18232 -4.19728 0.17994  0.2277
H7 -0.19262 -3.41939 1.12677  0.2215
H8 1.40876 -1.87281 -0.41534  0.1875
H9 2.63235 -2.07317 0.91717  0.1734
H10 0.80134 -1.41998 2.19421  0.4767
C4 1.71366 3.30330 -0.59209  -0.6506
C5 1.20676 2.50757 0.64341  -0.0597
O3 -0.04046 2.00953 0.31218  -0.7405
H11 2.03672 2.78114 -1.49268  0.2343
H12 2.56040 3.91123 -0.27343  0.2072
H13 1.00959 4.02666 -1.00336  0.2090
H14 1.18521 3.07785 1.57207  0.1692
H15 1.84915 1.64195 0.80511  0.1921
H16 -0.67195 2.72899 0.38429  0.4826

Values from the calculation:
<S²> ... 3.752
Lowest unoccupied orbital energy (spin up / spin down) ... 0.076 / 0.001 eV
Energy ... -1699.70588 a.u.
Gap between HOMO and LUMO (spin up / spin down) ... 4.392 / 11.168 eV
2S+1 ... 4

No. 2
C10H10N2O2 | wB97M-V/def2-TZVPD

Each line ends with the natural charge from an NBO analysis.
Element x y z (Å)
C1 -0.24404 2.53231 2.07548  -0.2641
O1 -1.14580 1.82164 1.18262  -0.5139
C2 -0.57591 0.79675 0.40202  0.2820
C3 -0.66306 0.98075 -1.03494  -0.2049
C4 0.10034 0.15804 -1.88325  -0.1120
C5 0.30314 0.42163 -3.22612  0.0573
N1 0.90095 -0.37786 -4.11423  -0.2271
N2 1.53958 -1.45103 -3.61089  -0.2311
C6 1.66158 -1.73838 -2.35500  0.0190
C7 0.80502 -1.00949 -1.44096  -0.0523
C8 0.55245 -1.40295 -0.08511  -0.2103
C9 -0.07201 -0.48574 0.76385  0.2436
O2 0.02728 -0.71424 2.07008  -0.5330
C10 -1.06142 -1.45842 2.67120  -0.2521
H1 -0.73174 3.32675 2.57856  0.1957
H2 0.46329 3.02274 1.39853  0.1839
H3 0.17970 2.04517 2.99162  0.1942
H4 -0.84905 1.92110 -1.54233  0.2224
H5 -0.23172 1.29276 -3.51943  0.1837
H6 2.18481 -2.64787 -2.19655  0.2114
H7 0.65462 -2.41456 0.33993  0.2298
H8 -1.35523 -2.34010 2.09122  0.1883
H9 -1.70728 -0.68456 2.69525  0.1878
H10 -0.73554 -1.59444 3.74845  0.2017

Values from the calculation:
ΔE to the lowest compared entry with this formula, charge and spin ... 5.394 eV
Structure (SMILES) ... COc1cc2cnncc2cc1OC
Lowest unoccupied orbital energy ... -0.237 eV
Energy ... -646.90375 a.u.
Gap between HOMO and LUMO ... 8.518 eV

No. 3
C5H12NOS | wB97M-V/def2-TZVPD

Each line ends with the natural charge from an NBO analysis.
Element x y z (Å)
C1 -1.15959 1.39585 0.00741  -0.2450
C2 -1.20746 1.46946 1.53774  -0.5114
C3 0.31462 -0.44612 0.41082  0.1209
C4 -0.09287 0.25804 -1.86447  -0.4249
C5 0.98863 -2.75234 0.78390  0.0086
N1 -0.67007 0.04218 -0.52828  -0.3956
O1 0.51943 -1.74300 0.18859  -0.3924
S1 0.19814 0.36188 1.96048  0.2865
H1 -2.23906 1.57515 -0.37877  0.2625
H2 -0.41804 2.20229 -0.28243  0.2590
H3 -1.02192 2.39113 1.97170  0.2661
H4 -2.05048 0.80663 1.97299  0.2483
H5 2.36737 0.18246 -0.18418  -0.0554
H6 0.76946 0.83233 -1.89632  0.2450
H7 0.09794 -0.73016 -2.42981  0.2516
H8 -0.79654 0.83084 -2.46362  0.2327
H9 3.18619 0.38978 -0.27984  0.0393
H10 1.33196 -3.61565 0.29265  0.1937
H11 1.19612 -2.69491 1.78586  0.1606
H12 -1.31384 -0.75585 -0.60442  0.4500

Values from the calculation:
ΔE to the lowest compared entry with this formula, charge and spin ... 5.188 eV
Lowest unoccupied orbital energy (spin up / spin down) ... -4.034 / -3.265 eV
Energy ... -725.42790 a.u.
Total charge ... +1
Gap between HOMO and LUMO (spin up / spin down) ... 7.464 / 8.339 eV

No. 4
C5H6AlO3 | wB97M-V/def2-TZVPD

Each line ends with the natural charge from an NBO analysis.
Element x y z (Å)
O1 0.24608 1.75421 -2.26256  -0.8546
C1 -0.01681 1.23218 -1.19814  1.0660
O2 0.87381 0.60921 -0.45297  -0.4153
O3 -1.21999 1.21974 -0.65998  -0.4452
C2 -1.21523 0.42258 0.53393  -0.0964
C3 0.28090 0.20922 0.81243  0.0144
C4 0.65732 -1.19680 1.15289  -0.1986
C5 0.83691 -2.14831 0.22543  -0.3840
Al1 -0.81335 2.58044 -3.35442  0.9271
H1 -1.74499 -0.51449 0.32332  0.2270
H2 -1.72373 0.97388 1.32943  0.2377
H3 0.65143 0.90965 1.57198  0.2307
H4 0.55457 -1.49011 2.20404  0.2370
H5 1.77854 -2.65944 0.61470  0.2576
H6 0.85454 -1.90195 -0.84009  0.1966

Values from the calculation:
ΔE to the lowest compared entry with this formula, charge and spin ... 0.000 eV
Lowest unoccupied orbital energy ... -4.018 eV
Energy ... -661.99130 a.u.
Total charge ... +1
Gap between HOMO and LUMO ... 9.312 eV

No. 5
C36H72BrIrN6PS5Si | wB97M-V/def2-TZVPD

Each line ends with the Mulliken spin population.
Element x y z (Å)
Ir1 0.00479 -0.76696 0.35364  1.9654
C1 -3.68746 2.02271 3.00633  0.0000
N1 -2.23607 2.02049 3.13331  0.0185
C2 -1.71527 2.60298 4.37164  0.0000
C3 -0.22028 2.42337 4.21908  -0.0025
N2 -0.13361 1.34990 3.23822  0.0363
C4 1.19266 1.08882 2.72591  -0.0090
C5 -1.29092 1.24892 2.52350  -0.0341
N3 -1.40142 0.49066 1.44809  0.2267
C6 -2.55613 0.58720 0.54896  -0.0350
C7 -2.95074 -0.76205 -0.01930  0.0313
N4 -1.88200 -1.30981 -0.84559  0.0932
C8 -2.12161 -2.04417 -1.88723  -0.0337
N5 -1.14127 -2.39952 -2.79616  -0.0311
C9 0.27781 -2.47783 -2.53266  -0.0153
C10 -1.65142 -3.37256 -3.74993  0.0032
C11 -3.15096 -3.17356 -3.65006  0.0015
N6 -3.29405 -2.60544 -2.31642  0.0091
C12 -4.62983 -2.57181 -1.74460  -0.0012
H1 -4.07426 2.62447 3.82540  0.0002
H2 -4.11563 1.02385 3.10548  0.0004
H3 -4.02242 2.48458 2.08074  0.0003
H4 -2.10937 2.06149 5.23616  0.0005
H5 -2.01030 3.64764 4.45079  0.0006
H6 0.27115 2.13344 5.14667  0.0007
H7 0.26534 3.32683 3.83593  0.0029
H8 1.52834 1.87483 2.04536  -0.0043
H9 1.23661 0.13431 2.20681  0.0936
H10 1.87791 1.03316 3.57161  -0.0132
H11 -2.30063 1.25517 -0.28001  0.0015
H12 -3.44221 0.97911 1.02821  -0.0009
H13 -3.86470 -0.58796 -0.58254  0.0064
H14 -3.18416 -1.43881 0.81228  -0.0047
H15 0.54362 -1.92701 -1.63287  0.0927
H16 0.84295 -2.04551 -3.36112  -0.0062
H17 0.58681 -3.52140 -2.40799  0.0022
H18 -1.35447 -4.38755 -3.46084  -0.0001
H19 -1.26110 -3.17412 -4.74765  0.0003
H20 -3.69778 -4.11283 -3.71727  0.0003
H21 -3.53795 -2.49277 -4.41540  0.0000
H22 -5.17649 -3.41825 -2.15670  0.0001
H23 -5.17961 -1.66324 -1.99947  0.0004
H24 -4.60641 -2.69735 -0.66720  0.0003
S1 7.22670 4.33455 -0.76822  0.1658
C13 5.85129 3.52119 -0.53794  -0.0311
S2 5.72410 1.81006 -0.29364  -0.0163
C14 3.98278 1.69355 -0.10596  0.0478
C15 3.30626 2.91719 -0.25696  0.2640
S3 1.63331 3.24385 -0.11444  0.8570
S4 4.28979 4.30923 -0.55598  0.0947
S5 3.34198 0.20748 0.29139  0.4182
C16 -0.55372 -0.31141 -5.90330  -0.0097
C17 -0.46388 1.15654 -6.36606  0.0133
C18 -1.87839 1.74705 -6.28599  0.0006
C19 0.01046 1.23782 -7.83385  0.0000
Si1 0.82307 2.07006 -5.35064  -0.0116
Br1 0.41877 1.01261 -1.44755  0.4041
C20 2.59002 1.42724 -5.32133  0.0015
C21 3.13132 1.46022 -3.88122  -0.0206
C22 2.76566 -0.01067 -5.82747  0.0003
C23 3.37647 2.38576 -6.24530  0.0003
C24 0.44478 3.78727 -4.69526  -0.0041
C25 0.34920 4.66780 -5.96335  0.0005
C26 1.52930 4.36610 -3.77593  0.0146
C27 -0.88219 3.82740 -3.91165  -0.0008
H25 -1.39422 -0.77204 -6.43183  0.0006
H26 -0.75037 -0.40625 -4.83067  0.0197
H27 0.33722 -0.88237 -6.14702  0.0002
H28 -2.49856 1.22669 -7.02093  0.0000
H29 -1.92060 2.80711 -6.52686  0.0001
H30 -2.32946 1.58995 -5.30722  0.0003
H31 -0.69662 0.67623 -8.44998  0.0000
H32 0.99681 0.80866 -7.99714  0.0000
H33 0.01819 2.26459 -8.20769  0.0001
H34 2.45359 0.90067 -3.23749  0.0143
H35 3.22690 2.46514 -3.48596  0.0017
H36 4.12038 0.99555 -3.85689  0.0017
H37 2.29893 -0.73423 -5.16023  -0.0006
H38 3.83675 -0.22874 -5.83842  -0.0002
H39 2.39746 -0.16918 -6.83796  0.0001
H40 3.30671 3.43029 -5.93946  -0.0003
H41 3.06294 2.31097 -7.28948  0.0000
H42 4.43215 2.10556 -6.20070  0.0001
H43 1.31622 4.78294 -6.45746  -0.0001
H44 0.01802 5.66329 -5.65677  0.0002
H45 -0.36918 4.30138 -6.69826  0.0000
H46 2.51345 4.39734 -4.24001  -0.0010
H47 1.59229 3.82672 -2.83112  0.0006
H48 1.25083 5.39798 -3.54453  -0.0003
H49 -1.74929 3.61290 -4.52529  0.0007
H50 -1.00104 4.84357 -3.52554  0.0002
H51 -0.87454 3.15107 -3.05517  0.0053
C28 -1.55968 -2.66381 3.35344  0.0087
C29 -0.03583 -2.80416 3.36398  -0.0166
C30 0.59327 -1.79532 4.32591  0.0105
P1 0.62642 -2.77061 1.64183  0.3217
C31 2.46261 -2.84941 1.77664  -0.0380
C32 3.08266 -3.08642 0.39509  0.0074
C33 3.01492 -3.85856 2.78276  0.0090
C34 0.15524 -4.44452 0.95497  0.0245
C35 0.01267 -5.55909 1.99690  0.0057
C36 -1.08134 -4.42824 0.06132  -0.0002
H52 -1.93998 -2.70356 4.37564  0.0010
H53 -2.04962 -3.45842 2.78950  -0.0009
H54 -1.85108 -1.70419 2.92060  -0.0065
H55 0.21774 -3.80428 3.71427  0.0002
H56 0.09105 -0.83176 4.25298  0.0047
H57 1.66106 -1.64543 4.16535  0.0001
H58 0.46600 -2.15522 5.34789  0.0000
H59 2.73947 -1.84126 2.10403  0.0256
H60 2.99518 -4.13373 0.10218  -0.0002
H61 4.14381 -2.84082 0.42101  0.0028
H62 2.62457 -2.47149 -0.38247  -0.0066
H63 2.86170 -4.88205 2.44171  0.0001
H64 2.58225 -3.75376 3.77733  -0.0006
H65 4.09199 -3.71127 2.87600  0.0003
H66 1.00757 -4.69142 0.31681  -0.0027
H67 -0.88884 -5.43196 2.59676  -0.0001
H68 0.86277 -5.64641 2.66823  -0.0006
H69 -0.08530 -6.50934 1.46933  0.0001
H70 -1.98749 -4.19971 0.62674  0.0013
H71 -1.21653 -5.41213 -0.39222  0.0009
H72 -0.98279 -3.69413 -0.72774  0.0192

Values from the calculation:
<S²> ... 8.787
Lowest unoccupied orbital energy (spin up / spin down) ... -5.632 / -6.752 eV
Energy ... -7043.03283 a.u.
Total charge ... +2
Gap between HOMO and LUMO (spin up / spin down) ... 5.902 / 5.479 eV
2S+1 ... 6

No. 6
C15H16Br2N6O | wB97M-V/def2-TZVPD

Each line ends with the natural charge from an NBO analysis.
Element x y z (Å)
Br1 1.98731 3.96159 -2.91627  0.0727
C1 2.87514 2.25323 -3.40152  -0.0840
C2 3.98081 1.98268 -4.27044  -0.3230
C3 4.20737 0.66211 -4.33561  0.0868
Br2 5.62970 -0.07200 -5.40451  0.1018
N1 3.19575 -0.02133 -3.63445  -0.1698
N2 3.09708 -1.37495 -3.31613  -0.2615
C4 2.12590 -1.59220 -2.37975  0.2356
N3 1.36016 -0.67493 -1.73029  -0.5098
C5 1.53148 0.56671 -2.03698  0.4575
N4 0.75664 1.44818 -1.40839  -0.5921
C6 -0.37289 1.18568 -0.60680  0.6879
N5 -0.85741 2.28396 0.08324  -0.5278
C7 -1.93067 1.69024 0.85312  -0.2651
C8 -1.60938 0.21836 0.99770  0.2372
C9 -2.88970 -0.59830 1.05349  -0.2540
N6 -2.81828 -1.48835 2.19665  -0.4430
C10 -1.81838 -2.49429 1.94950  -0.2346
C11 -0.40324 -1.85405 1.88109  -0.4339
C12 -0.51844 -0.25420 2.02680  -0.2255
C13 -1.19108 -0.03907 3.44762  -0.4390
C14 -2.61341 -0.76209 3.54923  -0.2254
O1 -0.85263 -0.04198 -0.21189  -0.4839
C15 2.41734 1.01968 -3.07443  -0.0180
H1 4.60609 2.76829 -4.56309  0.2446
H2 1.94275 -2.60566 -2.12408  0.1955
H3 1.01658 2.41738 -1.41075  0.4415
H4 -2.88279 1.79156 0.25723  0.1847
H5 -2.21146 2.14355 1.78756  0.2113
H6 -3.77058 0.15823 1.30664  0.1990
H7 -3.28502 -1.19222 0.21563  0.2429
H8 -1.94939 -2.97696 1.00678  0.2003
H9 -1.75978 -3.27435 2.68680  0.1979
H10 0.18071 -2.19854 0.93871  0.2203
H11 0.17249 -2.33805 2.66002  0.2052
H12 0.49610 0.24254 1.97199  0.2445
H13 -0.48133 -0.31774 4.21483  0.2107
H14 -1.39019 0.99602 3.58777  0.2005
H15 -3.45957 -0.10046 3.83382  0.2091
H16 -2.51378 -1.51826 4.31916  0.2030

Values from the calculation:
ΔE to the lowest compared entry with this formula, charge and spin ... 1.850 eV
Structure (SMILES) ... Brc1cc(Br)n2ncnc(NC3=NC[C@@]4(CN5CCC4CC5)O3)c12
Lowest unoccupied orbital energy ... -0.022 eV
Energy ... -6132.87325 a.u.
Gap between HOMO and LUMO ... 8.303 eV